# 1
The following is a quantum chemistry calculation of a structure of composition C12H19Br2N6O5PbS2, from the OMol25 dataset.

Last column: Mulliken charge in e.
Geometry (Å):
Pb: -0.30 1.11 0.11  1.133
Br: -0.90 4.12 1.78  -0.143
Br: -3.89 3.13 1.23  -0.126
S: -0.70 -0.28 2.64  -0.441
S: -0.44 2.06 -2.80  1.211
O: -1.72 1.88 -3.52  -0.895
O: -2.26 -0.56 -0.35  -0.384
O: -0.67 2.97 -1.62  -0.769
O: 0.62 2.60 -3.64  -0.683
O: -0.03 0.72 -2.22  -0.723
N: -0.63 -2.94 2.28  -0.151
N: -3.18 -0.15 -2.41  -0.145
N: 1.36 -0.73 0.51  0.866
N: -3.87 -1.94 -1.11  -0.515
N: 2.15 1.65 -0.56  -0.057
N: 0.96 -1.86 1.13  -1.210
C: -1.77 -3.15 3.15  -0.654
C: -3.03 -0.85 -1.27  0.442
C: 3.61 2.90 -1.98  -0.649
C: 4.41 1.79 -2.15  -0.478
C: 2.92 0.56 -0.72  0.573
C: 4.06 0.61 -1.51  -0.657
C: -1.39 -3.31 4.62  -1.094
C: -0.09 -1.73 1.94  0.295
C: -2.45 4.26 0.63  -0.133
C: 2.47 2.78 -1.19  -0.077
C: 3.48 -1.84 0.03  -1.485
C: 2.53 -0.69 -0.03  0.391
H: -2.55 0.61 -2.70  0.181
H: -2.78 5.28 0.65  0.376
H: -2.30 -4.04 2.79  0.400
H: -0.15 -3.74 1.90  0.282
H: 5.28 1.83 -2.78  0.386
H: -2.13 3.94 -0.36  0.007
H: 3.03 -2.64 0.61  0.380
H: -4.34 -2.35 -1.89  0.185
H: -2.28 -3.45 5.24  0.359
H: 3.82 3.84 -2.48  0.385
H: -0.88 -2.40 4.95  0.263
H: -3.78 -0.52 -3.12  0.183
H: -3.60 -2.56 -0.36  0.224
H: -2.43 -2.29 3.04  0.331
H: 4.67 -0.28 -1.65  0.299
H: 1.77 3.60 -1.08  0.377
H: -0.72 -4.16 4.77  0.309
H: 4.42 -1.55 0.49  0.320
H: 3.70 -2.22 -0.98  0.313

## Properties
orbital gap = 7.20 eV
total charge = -1
HOMO energy = -0.16747 hartree
LUMO level = 2.6 eV
max |F| = 0.86 eV Å⁻¹
relative energy (zero: lowest compared OMol25 entry of this formula, charge and spin) = 0.000 eV

=====

# 2
The following is a quantum chemistry calculation of a structure of composition C4H11Cl2GdTm in a non-equilibrium geometry, from the OMol25 dataset.

Last column: Mulliken spin population.
Geometry (Å):
Tm: 0.64 0.61 2.47  1.790
Gd: -0.88 -0.79 -1.15  6.335
Cl: 0.71 0.94 4.95  0.000
Cl: 1.06 -1.11 0.60  -0.050
C: 0.24 -0.21 -3.15  0.028
C: -1.02 -3.16 -1.30  -0.021
C: 1.66 2.48 1.72  0.004
C: -1.35 1.03 1.68  0.854
H: -1.63 -3.56 -2.14  -0.004
H: 1.06 3.13 2.38  -0.009
H: 1.36 2.74 0.70  -0.001
H: 1.30 -0.35 -3.42  0.019
H: -0.31 -0.48 -4.08  0.001
H: 2.68 2.67 2.00  0.001
H: -1.63 -3.38 -0.41  -0.008
H: -0.16 -3.85 -1.21  0.016
H: -1.78 1.92 1.16  0.033
H: -2.07 0.46 2.30  0.026
H: 0.12 0.89 -3.12  -0.014

## Properties
orbital gap (spin up / spin down) = 5.03 / 6.76 eV
⟨S²⟩ = 24.83
total charge = -1
HOMO energy (spin up / spin down) = -0.08218 / -0.18079 hartree
LUMO level (spin up / spin down) = 2.8 / 1.8 eV
multiplicity = 10
max |F| = 1.70 eV Å⁻¹

=====

# 3
The following is a quantum chemistry calculation of an isolated molecule of C8H16N2O in a non-equilibrium geometry, from the OMol25 dataset.

Last column: Mulliken charge in e.
Geometry (Å):
O: 1.49 2.51 -1.63  -0.723
N: 1.12 1.39 -1.24  0.559
N: 0.01 -0.02 0.40  0.037
C: -0.04 -1.77 -1.69  -1.497
C: 1.83 -1.80 0.08  -1.648
C: -1.11 -0.67 1.01  -1.048
C: 1.54 0.15 -1.36  -0.817
C: 0.80 -0.93 -0.60  1.224
C: -0.17 1.36 0.00  0.691
C: 0.05 2.30 1.19  -1.390
C: -1.44 1.56 -0.83  -1.198
H: -1.74 0.13 1.54  0.339
H: 1.26 -2.54 0.65  0.381
H: 2.23 -0.05 -2.19  0.485
H: 0.69 1.71 1.89  0.372
H: 0.67 -2.23 -2.39  0.398
H: -2.19 1.81 -0.14  0.381
H: -0.84 -1.25 1.84  0.327
H: 0.70 3.18 0.95  0.332
H: 2.32 -1.22 0.90  0.415
H: -1.26 2.34 -1.62  0.343
H: 2.68 -2.11 -0.61  0.350
H: -0.58 -2.55 -1.13  0.364
H: -1.87 -1.21 0.35  0.319
H: -1.63 0.60 -1.29  0.267
H: -0.86 2.41 1.70  0.382
H: -0.78 -1.21 -2.22  0.357

## Properties
SMILES = CN1C(C)(C)C=[N+]([O-])C1(C)C
orbital gap = 9.15 eV
HOMO energy = -0.30970 hartree
LUMO level = 0.7 eV
max |F| = 4.28 eV Å⁻¹
relative energy (zero: lowest compared OMol25 entry of this formula, charge and spin) = 4.080 eV

=====

# 4
The following is a quantum chemistry calculation of a structure of composition C16H19N7OReS, from the OMol25 dataset.

Last column: Mulliken spin population.
Geometry (Å):
Re: 0.19 0.39 0.06  1.011
S: -0.90 2.36 -0.74  0.075
O: 1.79 1.20 -1.25  -0.011
N: -0.12 1.63 1.70  -0.031
N: 0.81 -0.14 -4.32  0.001
N: -1.07 -1.37 -3.65  0.000
N: -0.05 4.73 0.19  0.008
N: -1.21 -0.64 1.29  -0.065
N: 0.27 -0.14 -2.15  -0.009
N: 0.18 2.97 1.64  -0.005
C: 1.62 -0.52 1.44  -0.032
C: -1.85 -1.77 1.00  0.049
C: 0.76 -0.45 -5.75  0.000
C: -1.32 -0.14 2.55  0.032
C: 1.82 0.70 -3.70  0.003
C: 2.68 -1.49 -0.33  -0.045
C: 2.92 0.12 1.20  -0.041
C: -2.04 -0.79 3.53  0.003
C: -2.69 -1.98 3.22  0.030
C: 3.55 -0.49 0.16  -0.014
C: -2.60 -2.47 1.92  -0.012
C: 1.49 -1.54 0.43  0.013
C: -0.73 1.17 2.72  0.025
C: -0.17 3.43 0.48  0.007
C: 1.36 0.65 -2.27  0.014
C: -0.04 -0.58 -3.40  0.001
H: -3.27 -2.50 3.97  0.000
H: 4.50 -0.22 -0.27  -0.001
H: 2.83 0.29 -3.81  0.000
H: 1.12 -1.46 -5.95  0.000
H: -2.10 -0.36 4.53  0.001
H: -0.37 5.10 -0.69  0.001
H: -1.71 -1.61 -2.91  0.000
H: -0.90 1.80 3.59  -0.002
H: 0.84 -2.40 0.46  -0.005
H: 2.90 -2.14 -1.17  0.003
H: 1.40 0.26 -6.27  0.000
H: -3.10 -3.38 1.63  0.000
H: -0.25 -0.33 -6.13  0.000
H: 1.22 -0.62 2.44  -0.002
H: -1.29 -1.68 -4.58  0.000
H: 3.28 0.98 1.75  -0.001
H: -1.74 -2.13 -0.02  0.001
H: 1.81 1.72 -4.09  -0.001
H: 0.26 5.37 0.91  -0.001

## Properties
orbital gap (spin up / spin down) = 6.57 / 6.68 eV
⟨S²⟩ = 0.80
total charge = +2
HOMO energy (spin up / spin down) = -0.52176 / -0.53103 hartree
LUMO level (spin up / spin down) = -7.6 / -7.8 eV
multiplicity = 2
max |F| = 0.86 eV Å⁻¹
relative energy (zero: lowest compared OMol25 entry of this formula, charge and spin) = 0.769 eV

=====

# 5
The following is a quantum chemistry calculation of a cluster of 4 separate species, C8H16Br8 in total in a non-equilibrium geometry, from the OMol25 dataset.

Last column: Mulliken charge in e.
Geometry (Å):
Br: 11.07 7.66 8.28  -0.158
Br: 7.21 8.46 9.35  -0.180
Br: 7.01 11.83 13.28  -0.138
Br: 10.35 11.88 9.88  -0.179
Br: 8.31 5.48 5.16  -0.164
Br: 6.16 12.65 9.11  -0.069
Br: 10.52 11.75 13.35  -0.098
Br: 3.69 15.56 6.21  -0.174
C: 10.37 6.98 6.53  -0.538
C: 4.76 14.85 7.76  -0.627
C: 8.85 10.61 10.20  -0.417
C: 9.15 6.09 6.87  -0.366
C: 8.04 10.42 14.32  -0.566
C: 8.47 9.91 8.90  -0.178
C: 4.92 13.29 7.68  -0.512
C: 9.33 11.09 14.81  -0.621
H: 4.20 15.07 8.67  0.343
H: 3.95 12.89 7.99  0.344
H: 7.93 10.58 8.23  0.287
H: 9.02 11.93 15.43  0.361
H: 10.04 7.93 6.10  0.346
H: 8.99 9.94 11.05  0.410
H: 9.90 10.45 15.48  0.398
H: 11.05 6.38 5.93  0.411
H: 5.37 12.97 6.74  0.382
H: 9.41 5.19 7.42  0.379
H: 8.30 9.64 13.60  0.266
H: 5.62 15.52 7.80  0.392
H: 9.38 9.57 8.41  0.152
H: 7.37 9.97 15.05  0.404
H: 8.36 6.61 7.40  0.114
H: 7.98 11.17 10.53  -0.003

## Properties
SMILES = BrCCBr.BrCCBr.BrCCBr.BrCCBr
orbital gap = 10.23 eV
HOMO energy = -0.36383 hartree
LUMO level = 0.3 eV
max |F| = 2.10 eV Å⁻¹
relative energy (zero: lowest compared OMol25 entry of this formula, charge and spin) = 1.101 eV

=====

# 6
The following is a quantum chemistry calculation of a cluster of 2 separate species, H2N2O3S2 in total in a non-equilibrium geometry, from the OMol25 dataset.

Last column: Mulliken spin population.
Geometry (Å):
S: 3.68 -0.41 0.07  0.003
S: 2.47 1.49 -0.64  0.565
O: 2.98 -1.59 0.02  0.016
O: 2.46 0.75 0.82  0.044
O: 4.92 -0.30 0.66  0.017
N: 3.55 0.54 -1.29  0.365
N: -0.59 0.73 -0.11  1.025
H: 0.28 0.24 0.09  -0.021
H: -0.64 1.42 0.68  -0.014

## Properties
orbital gap (spin up / spin down) = 9.27 / 9.19 eV
⟨S²⟩ = 2.01
HOMO energy (spin up / spin down) = -0.34761 / -0.41885 hartree
LUMO level (spin up / spin down) = -0.2 / -2.2 eV
multiplicity = 3
max |F| = 3.57 eV Å⁻¹
relative energy (zero: lowest compared OMol25 entry of this formula, charge and spin) = 0.000 eV

=====

# 7
The following is a quantum chemistry calculation of a cluster of 2 separate species, C2H3NO in total in a non-equilibrium geometry, from the OMol25 dataset.

Last column: Mulliken charge in e.
Geometry (Å):
O: -1.04 0.35 -0.58  -0.451
N: 1.02 1.26 0.41  -0.384
C: -0.68 -0.73 -0.14  -0.187
C: 1.77 0.39 0.13  -0.080
H: -0.16 -0.83 0.83  0.372
H: -0.05 1.25 0.11  0.457
H: -0.86 -1.63 -0.73  0.273

## Properties
orbital gap = 10.86 eV
HOMO energy = -0.41393 hartree
LUMO level = -0.4 eV
max |F| = 1.68 eV Å⁻¹
relative energy (zero: lowest compared OMol25 entry of this formula, charge and spin) = 2.625 eV

=====

# 8
The following is a quantum chemistry calculation of an isolated molecule of C8H7N3 in a non-equilibrium geometry, from the OMol25 dataset.

Last column: Mulliken charge in e.
Geometry (Å):
N: -2.61 -1.24 0.10  -0.507
N: 1.49 -2.14 -0.17  -0.601
N: -3.01 0.01 0.06  -0.464
C: 0.07 1.92 -0.03  -0.808
C: -2.26 1.04 -0.17  -0.086
C: -1.31 -1.45 0.00  -0.926
C: 1.46 1.58 0.06  -0.436
C: -0.90 0.91 -0.25  0.371
C: 1.92 0.25 0.00  -0.451
C: -0.39 -0.39 -0.11  1.245
C: 0.97 -0.81 -0.04  0.786
H: 2.35 -2.06 0.41  0.262
H: -0.28 2.95 0.10  0.293
H: -2.48 2.16 -0.02  0.230
H: 0.69 -2.98 -0.10  0.278
H: 3.07 0.26 0.14  0.145
H: 2.25 2.39 0.11  0.275
H: -1.02 -2.42 -0.08  0.393

## Properties
SMILES = Nc1cccc2cnncc12
orbital gap = 8.27 eV
HOMO energy = -0.30344 hartree
LUMO level = 0.0 eV
max |F| = 4.86 eV Å⁻¹
relative energy (zero: lowest compared OMol25 entry of this formula, charge and spin) = 3.064 eV